<i>
{"formula": "C3H7NO", "method": "the ωB97M-V functional and the def2-TZVPD basis", "smiles": "OC1CNC1", "homo_lumo_gap_ev": 9.95, "symbols": ["O", "C", "C", "N", "C", "H", "H", "H", "H", "H", "H", "H"], "xyz": [[1.803, -0.143, -0.517], [0.826, -0.122, 0.485], [-0.619, -0.911, 0.112], [-0.847, 0.202, -0.724], [-0.029, 1.089, 0.232], [1.127, -0.195, -1.353], [1.269, -0.584, 1.280], [-0.208, -1.865, -0.248], [-1.409, -1.340, 0.732], [-1.948, 0.431, -0.966], [0.434, 1.995, -0.241], [-0.399, 1.443, 1.207]], "nbo_charge": [-0.706, 0.097, -0.289, -0.660, -0.248, 0.482, 0.192, 0.173, 0.194, 0.374, 0.201, 0.189]}


<ii>
{"formula": "C3H7NO", "method": "the ωB97M-V functional and the def2-TZVPD basis", "smiles": "CNC(C)=O", "homo_lumo_gap_ev": 10.54, "symbols": ["C", "N", "C", "C", "O", "H", "H", "H", "H", "H", "H", "H"], "xyz": [[-1.900, -0.053, 0.060], [-0.575, -0.678, -0.142], [0.693, -0.175, -0.043], [0.605, 1.396, -0.025], [1.718, -0.811, 0.112], [-1.991, 1.120, 0.194], [-2.424, -0.290, 0.997], [-2.521, -0.373, -0.675], [-0.651, -1.729, -0.205], [-0.338, 1.728, -0.719], [0.263, 1.817, 1.001], [1.553, 1.957, -0.445]], "nbo_charge": [-0.413, -0.639, 0.683, -0.739, -0.600, 0.217, 0.198, 0.197, 0.401, 0.212, 0.235, 0.248]}


<iii>
{"formula": "C3H7NO", "method": "the ωB97M-V functional and the def2-TZVPD basis", "smiles": "CCC(N)=O", "homo_lumo_gap_ev": 10.51, "symbols": ["C", "C", "C", "N", "O", "H", "H", "H", "H", "H", "H", "H"], "xyz": [[-0.101, 1.161, -0.712], [-0.208, 0.655, 0.727], [-0.154, -0.994, 0.754], [0.615, -1.446, -0.281], [-0.791, -1.648, 1.534], [-1.045, 0.782, -1.129], [0.892, 1.014, -1.136], [-0.303, 2.252, -0.709], [0.668, 0.930, 1.317], [-1.230, 0.795, 1.072], [0.575, -1.164, -1.244], [1.082, -2.336, -0.194]], "nbo_charge": [-0.645, -0.491, 0.702, -0.886, -0.575, 0.216, 0.218, 0.218, 0.221, 0.223, 0.406, 0.392]}


<iv>
{"formula": "C3H7NO", "method": "the ωB97M-V functional and the def2-TZVPD basis", "homo_lumo_gap_ev": [6.96, 6.96], "symbols": ["O", "C", "C", "C", "N", "H", "H", "H", "H", "H", "H", "H"], "xyz": [[2.012, 0.490, 0.301], [1.254, -0.251, -0.424], [-0.217, -0.171, -0.618], [-1.280, -0.092, 0.418], [-0.776, 1.122, -0.170], [1.483, 0.227, 1.214], [0.912, -0.933, 1.558], [1.769, -0.676, -1.296], [-0.519, -0.566, -1.588], [-0.927, -0.300, 1.428], [-2.272, -0.443, 0.139], [-1.405, 1.493, -0.878]], "nbo_charge": [-0.674, 0.501, -0.235, -0.217, -0.543, 0.452, -0.486, 0.174, 0.214, 0.255, 0.197, 0.361]}


Most stable structure, least stable structure: <iii>, <iv>.


<i>
{"formula": "C3H7NO", "method": "the ωB97M-V functional and the def2-TZVPD basis", "homo_lumo_gap_ev": 6.75, "symbols": ["O", "C", "C", "C", "N", "H", "H", "H", "H", "H", "H", "H"], "xyz": [[1.769, -0.672, -0.377], [1.377, 0.351, 0.350], [-0.162, 0.563, 0.082], [-0.964, -0.649, 0.515], [-0.447, 0.847, -1.322], [1.556, 0.179, 1.453], [1.879, 1.323, 0.141], [-1.972, -0.645, 0.142], [-0.459, -1.563, 0.227], [-0.890, -0.695, 1.613], [-1.384, 0.952, -0.915], [-0.303, 0.007, -1.909]], "nbo_charge": [-0.587, -0.103, 0.475, -0.752, -0.859, 0.145, 0.148, 0.218, 0.299, 0.231, 0.360, 0.425]}


<ii>
{"formula": "C3H7NO", "method": "the ωB97M-V functional and the def2-TZVPD basis", "homo_lumo_gap_ev": 8.99, "symbols": ["C", "C", "N", "C", "O", "H", "H", "H", "H", "H", "H", "H"], "xyz": [[-1.539, 0.995, 1.177], [0.063, -1.635, 0.150], [0.912, -0.896, -0.558], [1.863, -0.024, 0.057], [1.923, 0.198, 1.228], [-2.618, 0.826, 1.157], [-1.234, 1.499, 0.255], [-1.279, 1.622, 2.034], [-0.568, -2.147, -0.604], [-1.016, 0.038, 1.268], [0.949, -0.868, -1.579], [2.535, 0.434, -0.693]], "nbo_charge": [-0.860, -0.005, -0.652, 0.547, -0.475, 0.209, 0.197, 0.217, 0.104, 0.232, 0.375, 0.111]}


Most stable structure, least stable structure: <ii>, <i>.


<i>
{"formula": "C3H7NO", "method": "the ωB97M-V functional and the def2-TZVPD basis", "smiles": "CC=O.C=N", "homo_lumo_gap_ev": 10.80, "symbols": ["C", "C", "O", "H", "H", "H", "H", "C", "N", "H", "H", "H"], "xyz": [[-0.560, -1.510, 0.212], [-1.044, -2.913, -0.034], [-1.273, -3.687, 0.860], [0.117, -1.219, -0.591], [-0.017, -1.550, 1.156], [-1.352, -0.776, 0.311], [-1.367, -3.192, -1.055], [1.042, 3.147, 0.162], [1.104, 3.049, -1.097], [1.064, 4.152, 0.593], [1.382, 2.403, 0.894], [0.906, 2.096, -1.411]], "nbo_charge": [-0.727, 0.435, -0.513, 0.218, 0.235, 0.244, 0.106, -0.043, -0.587, 0.151, 0.148, 0.332]}


<ii>
{"formula": "C3H7NO", "method": "the ωB97M-V functional and the def2-TZVPD basis", "smiles": "CNC(C)=O", "homo_lumo_gap_ev": 10.55, "symbols": ["C", "N", "C", "C", "O", "H", "H", "H", "H", "H", "H", "H"], "xyz": [[1.715, 0.524, -0.570], [0.697, -0.115, 0.237], [-0.639, 0.086, 0.067], [-1.507, -0.713, 1.028], [-1.105, 0.836, -0.774], [1.353, 1.502, -0.890], [1.970, -0.060, -1.464], [2.621, 0.656, 0.029], [0.971, -0.793, 0.926], [-2.016, -1.509, 0.476], [-2.269, -0.052, 1.444], [-0.947, -1.169, 1.852]], "nbo_charge": [-0.418, -0.615, 0.672, -0.707, -0.626, 0.230, 0.194, 0.200, 0.389, 0.237, 0.241, 0.204]}


<iii>
{"formula": "C3H7NO", "method": "the ωB97M-V functional and the def2-TZVPD basis", "smiles": "C/C=N/OC", "homo_lumo_gap_ev": 10.54, "symbols": ["C", "C", "N", "O", "C", "H", "H", "H", "H", "H", "H", "H"], "xyz": [[2.088, -0.170, 0.030], [0.589, -0.093, -0.154], [-0.146, -1.189, -0.031], [-1.569, -1.018, -0.024], [-2.068, 0.297, 0.000], [2.624, -0.612, -0.869], [2.466, 0.861, 0.195], [2.356, -0.853, 0.853], [0.233, 0.892, -0.112], [-1.587, 0.831, 0.884], [-1.835, 0.896, -0.886], [-3.151, 0.158, 0.115]], "nbo_charge": [-0.666, -0.005, -0.084, -0.379, -0.278, 0.232, 0.219, 0.238, 0.175, 0.168, 0.172, 0.211]}


<iv>
{"formula": "C3H7NO", "method": "the ωB97M-V functional and the def2-TZVPD basis", "homo_lumo_gap_ev": 8.96, "symbols": ["C", "O", "C", "N", "C", "H", "H", "H", "H", "H", "H", "H"], "xyz": [[-1.527, 0.150, -0.742], [-1.108, -1.209, -0.635], [0.040, -1.675, -0.159], [0.965, -0.830, 0.346], [1.169, 0.605, 0.646], [-1.584, 0.639, 0.234], [-0.874, 0.712, -1.416], [-2.529, 0.097, -1.175], [1.694, -1.437, 0.685], [2.144, 0.716, 1.134], [1.190, 1.230, -0.253], [0.418, 1.002, 1.336]], "nbo_charge": [-0.281, -0.523, 0.329, -0.662, -0.439, 0.177, 0.179, 0.202, 0.402, 0.213, 0.203, 0.200]}


Most stable structure, least stable structure: <ii>, <iii>.